[1]
ORCA calculation (ωB97M-V/def2-TZVPD) on 6 unconnected molecules or ions with the total composition C26H45N2O19 in a non-equilibrium geometry.

Atoms and positions in Å:
C (-5.7038, 5.5554, 6.4563)
C (-4.3755, 4.6628, 6.3389)
N (-4.6198, 3.1860, 6.6577)
C (-3.3268, 2.7427, 7.2537)
C (-3.0622, 2.7308, 8.7894)
N (-1.7939, 2.3407, 9.3571)
C (-0.6933, 1.9400, 8.4879)
C (-0.8317, 1.8817, 6.9267)
C (-2.2051, 2.3023, 6.2748)
C (-2.3573, 2.2492, 4.6719)
O (-3.3392, 2.7231, 4.0313)
O (-1.2983, 1.5699, 3.9800)
C (-0.9823, 2.1967, 2.7105)
O (-0.8240, 3.6275, 2.7620)
C (0.2372, 4.0210, 3.6364)
C (-0.1512, 5.1609, 4.7240)
O (1.3871, 3.5216, 3.6243)
H (-6.0520, 5.7342, 7.5286)
H (-6.5004, 5.1260, 5.7601)
H (-5.4280, 6.5970, 6.0325)
H (-3.8796, 4.8203, 5.3239)
H (-3.6363, 5.0254, 7.1530)
H (-5.2989, 3.1414, 7.4473)
H (-3.8992, 3.0637, 9.4834)
H (-1.7177, 2.3711, 10.3864)
H (0.3161, 1.6683, 8.9753)
H (0.0832, 1.5659, 6.3282)
H (-1.7679, 1.9368, 1.9063)
H (-0.0006, 1.7149, 2.3327)
H (-1.2979, 5.3008, 4.7908)
H (0.2946, 4.8813, 5.7384)
H (0.3139, 6.1406, 4.3667)
C (-2.3589, -4.0489, 0.0930)
O (-2.8706, -3.5395, 1.3246)
C (-3.2665, -2.2588, 1.2651)
O (-3.2204, -1.5460, 0.2912)
O (-3.7221, -1.9049, 2.4801)
C (-4.1772, -0.5567, 2.5600)
H (-2.0693, -5.0877, 0.2539)
H (-3.1263, -4.0218, -0.6838)
H (-1.4743, -3.4886, -0.2174)
H (-5.0157, -0.3926, 1.8795)
H (-3.3642, 0.1411, 2.3462)
H (-4.5214, -0.3780, 3.5796)
C (0.5628, -5.4660, -5.5751)
O (0.0499, -4.9578, -4.3449)
C (-0.3499, -3.6716, -4.4009)
O (-0.3063, -2.9566, -5.3711)
O (-0.8054, -3.3253, -3.1847)
C (-1.2662, -1.9774, -3.0940)
H (0.8529, -6.5051, -5.4157)
H (-0.2040, -5.4380, -6.3524)
H (1.4474, -4.9061, -5.8844)
H (-2.1068, -1.8108, -3.7715)
H (-0.4545, -1.2772, -3.3052)
H (-1.6095, -1.8090, -2.0720)
C (3.1183, -6.3068, -9.9615)
O (3.8392, -7.5343, -9.8681)
C (3.9013, -8.0441, -8.6268)
O (3.4129, -7.5581, -7.6348)
O (4.6019, -9.1890, -8.6817)
C (4.7494, -9.8460, -7.4242)
H (3.1333, -5.9900, -11.0049)
H (2.0783, -6.4465, -9.6578)
H (3.5967, -5.5320, -9.3582)
H (3.7746, -10.1269, -7.0192)
H (5.2929, -9.2123, -6.7196)
H (5.3294, -10.7548, -7.5889)
C (1.3567, 7.6057, -1.6109)
O (2.0742, 6.3761, -1.5150)
C (2.1327, 5.8672, -0.2736)
O (1.6435, 6.3552, 0.7181)
O (2.8301, 4.7202, -0.3263)
C (2.9725, 4.0661, 0.9332)
H (1.3745, 7.9215, -2.6545)
H (0.3158, 7.4692, -1.3090)
H (1.8360, 8.3798, -1.0075)
H (1.9967, 3.7902, 1.3360)
H (3.5163, 4.6997, 1.6375)
H (3.5497, 3.1543, 0.7738)
C (3.0777, -3.2754, -4.6777)
O (4.0591, -2.4161, -4.0994)
C (3.6114, -1.1813, -3.8161)
O (2.4920, -0.7712, -4.0071)
O (4.6279, -0.4820, -3.2822)
C (4.2937, 0.8591, -2.9299)
H (3.5462, -4.2427, -4.8642)
H (2.2425, -3.4242, -3.9898)
H (2.7268, -2.8731, -5.6307)
H (3.5071, 0.8740, -2.1718)
H (3.9900, 1.4255, -3.8131)
H (5.1858, 1.3260, -2.5107)

Its total charge is +1. The calculation puts the energy relative to the best compared isomer or geometry (same formula, charge and spin) at 129.06 kcal per mole. The total energy is -2556.38010 Eh. For the HOMO energy, the calculation gives -11.9 eV.

Löwdin population analysis, charges in e, atoms 1 to 6: -0.09 -0.25 0.00 -0.11 0.07 0.06

=====

[2]
ORCA calculation (ωB97M-V/def2-TZVPD) on a molecular structure, C26H45N9S2Ti.

Atoms and positions in Å:
Ti (0.8506, 0.7832, -0.1185)
N (0.7013, 3.0141, -0.7339)
C (-0.3306, 3.8181, -0.0656)
C (-0.0986, 3.8934, 1.4318)
N (0.4033, 2.6155, 1.9601)
C (1.6662, 2.7689, 2.6910)
C (2.4523, 1.4886, 2.6213)
N (2.6827, 1.1571, 1.2100)
H (1.6062, 3.4685, -0.7303)
H (0.4695, 2.8918, -1.7143)
H (-1.2679, 3.3110, -0.2371)
H (-0.4069, 4.8261, -0.4782)
H (-1.0356, 4.1799, 1.9116)
H (0.6119, 4.6873, 1.6675)
H (-0.2919, 2.1985, 2.5657)
H (1.5165, 3.0677, 3.7328)
H (2.2416, 3.5668, 2.2170)
H (1.8577, 0.6893, 3.0526)
H (3.3807, 1.5724, 3.1894)
H (3.0624, 0.2157, 1.1171)
H (3.3676, 1.7752, 0.7897)
C (-1.1005, -3.1941, 1.2133)
N (0.2440, -3.0128, 1.7380)
C (0.8703, -4.2239, 2.2588)
C (0.8959, -1.8483, 1.6329)
N (0.3147, -0.6752, 1.5027)
C (-0.9812, -0.3878, 1.9803)
C (-1.3772, -0.7152, 3.2761)
C (-2.5920, -0.2812, 3.7843)
C (-3.4208, 0.5153, 3.0076)
C (-3.0334, 0.8625, 1.7221)
C (-1.8305, 0.4049, 1.1862)
N (-1.3704, 0.8460, -0.0786)
C (-2.0958, 0.8085, -1.1794)
N (-1.6744, 1.6433, -2.2418)
C (-2.3157, 2.9478, -2.3856)
C (-1.3207, 1.0304, -3.5246)
N (-3.1758, 0.0389, -1.3921)
C (-4.0961, 0.2963, -2.4978)
C (-3.4540, -1.1845, -0.6518)
N (2.3008, -1.8778, 1.5806)
C (2.9606, -2.7523, 0.6115)
C (3.0305, -1.7062, 2.8311)
H (-1.8692, -3.0141, 1.9674)
H (-1.1882, -4.2137, 0.8407)
H (-1.2279, -2.5254, 0.3694)
H (0.1391, -4.7498, 2.8711)
H (1.7204, -3.9852, 2.8847)
H (1.1846, -4.8835, 1.4486)
H (-0.7113, -1.3112, 3.8925)
H (-2.8799, -0.5448, 4.7946)
H (-4.3602, 0.8779, 3.4061)
H (-3.6656, 1.4993, 1.1126)
H (-2.8625, 3.2200, -1.4838)
H (-3.0248, 2.9555, -3.2201)
H (-1.5773, 3.7283, -2.5898)
H (-2.1323, 1.0894, -4.2574)
H (-1.0251, -0.0026, -3.3695)
H (-0.4584, 1.5568, -3.9403)
H (-4.1920, 1.3576, -2.6934)
H (-5.0768, -0.0757, -2.2094)
H (-3.7860, -0.2212, -3.4054)
H (-2.5407, -1.5400, -0.1996)
H (-3.7998, -1.9403, -1.3572)
H (-4.2098, -1.0349, 0.1208)
H (3.2641, -3.7143, 1.0384)
H (3.8587, -2.2487, 0.2466)
H (2.3029, -2.9041, -0.2418)
H (2.3956, -1.2460, 3.5873)
H (3.9162, -1.0811, 2.6877)
H (3.3818, -2.6660, 3.2270)
S (2.6162, 0.9133, -1.7630)
C (2.4931, -0.3535, -2.9692)
C (3.3702, -0.4027, -4.0519)
C (3.2584, -1.4114, -4.9937)
C (2.2699, -2.3815, -4.8612)
C (1.3971, -2.3409, -3.7872)
C (1.5001, -1.3282, -2.8325)
S (0.4143, -1.2491, -1.4613)
H (4.1370, 0.3573, -4.1478)
H (3.9413, -1.4431, -5.8339)
H (2.1827, -3.1702, -5.5987)
H (0.6268, -3.0960, -3.6806)

Its total charge is +1. Its spin multiplicity is 2. The calculation puts the energy relative to the best compared isomer or geometry (same formula, charge and spin) at 16.96 kcal per mole. The total energy is -3156.30661 Eh. For the HOMO energy (spin up / spin down), the calculation gives -9.4 / -9.4 eV.

Löwdin population analysis, charges in e, atoms 1 to 6: 0.60 -0.06 -0.23 -0.18 -0.06 -0.20

=====

[3]
ORCA calculation (ωB97M-V/def2-TZVPD) on 6 unconnected molecules or ions with the total composition C26H45NO17 in a non-equilibrium geometry.

Atoms and positions in Å:
O (15.2091, 5.0632, 2.8255)
N (15.4579, 5.7152, 1.8288)
O (14.6695, 5.9381, 0.9346)
C (16.7740, 6.3637, 1.7729)
C (17.6934, 6.1183, 2.7715)
C (18.8150, 6.9122, 2.8382)
C (19.0659, 7.8739, 1.8651)
C (18.1350, 8.1147, 0.8719)
C (16.9931, 7.3323, 0.8109)
H (17.4552, 5.4036, 3.5458)
H (19.4958, 6.7135, 3.6566)
H (19.9805, 8.4299, 2.0269)
H (18.2492, 8.8869, 0.1240)
H (16.2492, 7.5066, 0.0454)
C (22.2015, 6.8356, -3.3222)
C (22.8899, 7.9402, -2.5846)
O (22.3689, 8.1385, -1.2567)
C (22.7257, 7.2365, -0.3547)
O (23.4917, 6.3157, -0.5101)
O (22.0903, 7.5221, 0.7726)
C (22.5644, 6.8368, 1.9285)
H (21.1195, 6.8585, -3.2160)
H (22.6093, 5.8809, -2.9980)
H (22.4411, 6.9107, -4.3867)
H (22.8081, 8.9075, -3.0733)
H (23.9583, 7.7203, -2.5084)
H (23.6524, 6.8640, 1.9875)
H (22.2036, 5.8117, 1.9458)
H (22.1955, 7.4039, 2.7821)
C (17.6466, 10.4046, 3.9042)
C (16.9280, 9.8079, 5.0855)
O (17.4529, 10.3865, 6.2881)
C (16.7897, 10.0619, 7.3897)
O (15.8578, 9.2998, 7.4600)
O (17.3271, 10.7207, 8.4100)
C (16.7497, 10.4497, 9.6765)
H (18.7324, 10.4008, 4.0035)
H (17.3816, 11.4600, 3.7677)
H (17.3489, 9.9019, 2.9865)
H (17.0970, 8.7283, 5.1264)
H (15.8566, 9.9858, 4.9935)
H (17.3912, 10.9245, 10.4114)
H (16.6910, 9.3787, 9.8698)
H (15.7424, 10.8630, 9.7422)
C (14.8611, 4.6941, -3.0343)
C (14.7468, 6.1954, -3.1106)
O (16.1029, 6.7173, -3.0987)
C (16.2059, 8.0348, -3.0274)
O (15.3011, 8.8046, -2.8618)
O (17.5043, 8.3611, -3.1212)
C (17.8092, 9.7352, -2.9105)
H (13.9013, 4.2541, -2.7897)
H (15.5755, 4.4656, -2.2452)
H (15.2085, 4.2671, -3.9737)
H (14.1835, 6.5886, -2.2640)
H (14.2773, 6.5486, -4.0306)
H (17.0368, 10.3954, -3.2933)
H (18.7674, 9.9095, -3.3887)
H (17.9115, 9.9307, -1.8386)
C (16.2570, 1.7446, 2.9582)
C (14.8323, 1.7078, 2.4738)
O (14.6324, 2.3972, 1.2507)
C (13.3664, 2.5613, 0.8701)
O (12.3955, 2.1471, 1.4379)
O (13.3932, 3.3027, -0.2329)
C (12.1437, 3.9097, -0.5787)
H (16.2237, 1.4340, 4.0069)
H (16.6621, 2.7576, 3.0069)
H (16.9914, 1.1036, 2.4681)
H (14.2804, 2.1800, 3.2966)
H (14.4227, 0.6946, 2.4622)
H (11.3406, 3.1983, -0.7579)
H (12.3287, 4.4639, -1.4894)
H (11.8957, 4.5703, 0.2504)
C (20.0273, 3.9992, 6.3555)
C (18.5271, 3.9548, 6.5853)
O (17.9730, 5.2256, 6.2018)
C (16.6347, 5.2640, 6.1426)
O (15.8941, 4.3334, 6.2780)
O (16.2889, 6.5168, 5.8677)
C (14.8899, 6.8036, 5.7416)
H (20.2754, 4.4525, 5.3953)
H (20.3974, 2.9730, 6.3135)
H (20.5455, 4.5214, 7.1567)
H (18.3048, 3.8097, 7.6433)
H (18.0617, 3.1559, 6.0113)
H (14.7984, 7.4838, 4.8926)
H (14.5621, 7.3430, 6.6264)
H (14.3183, 5.9093, 5.5169)

The calculation puts the energy relative to the best compared isomer or geometry (same formula, charge and spin) at 0.00 kcal per mole. The total energy is -2351.50329 Eh. For the HOMO energy, the calculation gives -10.2 eV.

Löwdin population analysis, charges in e, atoms 1 to 6: 0.08 -0.32 0.09 -0.13 0.00 -0.06